Formula: C4H13N2
Source: the Open Molecules 2025 dataset
Level of theory: the ωB97M-V functional and the def2-TZVPD basis

Cartesian coordinates (Å):
C  0.3106  -2.2091  -0.6740
C  0.2486  -0.9726  0.1956
C  -1.0759  -0.1506  0.0448
C  -1.0616  1.4001  -0.1746
N  -0.0946  2.1404  0.7603
N  1.5458  -0.1628  -0.0396
H  -0.2471  -3.0081  -0.1566
H  1.2957  -2.6553  -0.8459
H  -0.1488  -2.0711  -1.6517
H  0.3396  -1.2390  1.2518
H  -1.8444  -0.2668  0.8121
H  -1.4840  -0.5633  -0.8935
H  -0.5344  1.5323  -1.1246
H  -1.9670  2.0076  -0.0192
H  0.0425  3.1334  0.5439
H  0.8465  1.7145  0.6382
H  -0.3379  2.0584  1.7542
H  1.8468  -0.2792  -1.0195
H  2.3198  -0.4089  0.5982

Atomic forces in eV per Å
0.122 -0.643 -0.962
0.440 1.674 2.065
-1.198 1.002 -0.933
2.082 0.201 -0.144
1.141 -0.891 0.397
-0.836 -3.163 -0.861
-0.020 0.319 0.164
0.106 0.247 0.285
-0.010 0.192 -0.026
0.058 0.023 -0.042
0.570 -1.018 0.290
-0.373 0.470 0.416
-0.883 0.588 -0.241
-0.173 -1.079 -0.715
-0.415 0.039 -0.116
-0.585 0.517 0.373
-0.085 0.124 -0.072
0.165 0.814 0.043
-0.105 0.583 0.080

Properties
Highest occupied orbital energy (spin up / spin down), eV: -21.14 / -21.15
ΔE to the lowest compared entry with this formula, charge and spin, kJ/mol: 132.72
⟨S²⟩: 0.75
Gap between HOMO and LUMO (spin up / spin down), eV: 13.5 / 7.7
Charge: +2
Multiplicity: 2